The following is a DFT calculation (ωB97M-V/def2-TZVPD) of 12 unconnected molecules or ions with the total composition C21H51F6N9O27S6.

For the molecular weight, the calculation gives 1168.07 g mol⁻¹. The calculation puts the HOMO energy at -0.2877 hartree. Its spin multiplicity is 1. The LUMO energy comes out at -2.19 eV. The strongest force on any atom is 11.01 eV/Å.

Last column: Mulliken charge in e.
Geometry (Å):
C1 2.88 -2.52 -2.80  -0.511
C2 2.14 -3.79 -3.11  0.422
O1 2.51 -4.88 -2.78  -0.495
N1 0.90 -3.64 -4.05  0.349
H1 0.33 -2.94 -3.59  -0.333
H2 1.14 -3.09 -4.86  0.508
C3 0.19 -4.97 -4.32  -0.702
H3 3.53 -2.16 -3.60  0.525
H4 3.51 -2.61 -1.91  0.379
H5 2.12 -1.76 -2.62  -0.140
H6 -0.26 -5.46 -3.46  0.257
H7 0.95 -5.61 -4.76  0.363
H8 -0.68 -4.75 -4.95  0.300
C4 -0.58 -0.93 6.68  -1.275
C5 0.22 -1.44 5.48  0.689
O2 -0.33 -1.89 4.48  -0.340
N2 1.76 -1.24 5.46  0.323
H9 2.03 -0.59 4.74  -0.066
H10 2.04 -0.80 6.33  0.438
C6 2.44 -2.54 5.05  -0.840
H11 0.03 -1.15 7.55  0.447
H12 -1.56 -1.41 6.65  0.319
H13 -0.83 0.12 6.55  0.287
H14 2.05 -2.94 4.11  0.335
H15 2.42 -3.25 5.88  0.352
H16 3.50 -2.33 4.95  0.361
C7 1.83 4.65 1.34  -0.582
C8 0.80 4.58 2.48  0.421
O3 0.31 3.52 2.91  -0.399
N3 0.23 5.97 2.78  -0.137
H17 -0.08 6.21 3.71  0.405
H18 0.97 6.64 2.65  0.415
C9 -0.90 6.37 1.73  -0.451
H19 2.32 5.62 1.23  0.401
H20 1.39 4.53 0.35  0.175
H21 2.64 3.94 1.52  0.158
H22 -0.44 6.29 0.74  0.193
H23 -1.21 7.38 1.99  0.372
H24 -1.69 5.62 1.80  0.138
C10 -3.29 -0.19 3.30  -0.590
C11 -3.81 -1.10 2.19  0.489
O4 -3.51 -0.99 0.99  -0.371
N4 -4.68 -2.25 2.63  -0.176
H25 -4.69 -2.43 3.62  0.407
H26 -5.65 -1.97 2.62  0.388
C12 -4.58 -3.64 1.82  -0.553
H27 -3.90 -0.06 4.20  0.510
H28 -3.29 0.82 2.91  0.033
H29 -2.26 -0.43 3.55  -0.032
H30 -5.41 -4.18 2.27  0.394
H31 -3.57 -3.96 2.06  0.429
H32 -4.54 -3.42 0.75  0.047
C13 0.12 0.29 1.22  0.502
C14 0.79 -0.18 -0.05  -0.210
O5 1.45 -1.20 -0.15  -0.212
N5 0.58 0.68 -1.24  1.327
H33 0.63 0.15 -2.10  0.022
H34 -0.39 0.93 -1.08  -0.038
C15 1.65 1.82 -1.30  -0.205
H35 -0.91 0.62 1.13  -0.074
H36 0.71 0.99 1.82  -0.344
H37 -0.02 -0.57 1.88  -0.126
H38 2.58 1.50 -1.76  0.069
H39 1.81 2.29 -0.32  -0.104
H40 1.11 2.52 -1.93  0.569
C16 -2.86 -1.14 -2.03  -0.518
C17 -3.04 -2.63 -2.14  0.228
O6 -2.51 -3.50 -1.46  -0.269
N6 -3.98 -3.05 -3.20  -0.122
H41 -3.80 -2.62 -4.10  0.447
H42 -3.72 -3.99 -3.45  0.443
C18 -5.52 -2.69 -3.03  -0.813
H43 -3.73 -0.60 -1.66  0.448
H44 -2.64 -0.70 -3.01  0.564
H45 -2.00 -0.90 -1.42  -0.514
H46 -5.64 -1.60 -3.02  0.339
H47 -5.91 -3.25 -2.18  0.309
H48 -6.00 -3.15 -3.89  0.412
N7 5.35 1.19 -2.68  -0.280
S1 5.45 0.19 -1.63  0.875
O7 4.12 -0.21 -1.07  -0.244
O8 6.63 0.03 -0.80  -0.600
F1 5.69 -0.97 -2.74  -0.401
S2 5.53 2.54 -1.65  1.033
O9 6.92 2.74 -1.28  -0.575
O10 4.43 2.79 -0.71  -0.465
F2 5.27 3.82 -2.60  -0.281
N8 -0.16 6.27 -3.52  -0.317
S3 0.54 6.92 -2.33  1.013
O11 1.29 8.14 -2.62  -0.604
O12 1.11 6.06 -1.27  -0.431
F3 -0.85 7.49 -1.65  -0.377
S4 1.15 5.37 -4.02  0.939
O13 1.06 3.94 -3.68  -0.443
O14 2.45 6.05 -4.20  -0.556
F4 0.68 5.37 -5.55  -0.313
N9 0.37 -5.72 1.00  -0.572
S5 0.27 -4.26 0.73  0.968
O15 -0.59 -3.46 1.66  -0.301
O16 0.34 -3.83 -0.65  -0.237
F5 1.79 -3.85 1.13  -0.327
S6 -1.09 -6.04 0.19  1.028
O17 -1.10 -6.40 -1.24  -0.622
O18 -2.25 -5.57 0.90  -0.605
F6 -1.10 -7.52 0.78  -0.305
O19 -0.40 0.73 -5.62  -0.411
C19 -0.37 -0.42 -4.92  0.438
O20 0.04 -0.55 -3.75  -0.565
O21 -0.70 -1.43 -5.56  -0.874
H49 -0.49 0.15 -6.38  0.289
O22 3.68 1.93 2.78  -0.406
C20 2.93 1.05 3.47  0.850
O23 2.56 1.37 4.57  -0.861
O24 2.81 -0.11 3.10  -0.847
H50 3.63 2.71 3.34  0.241
O25 -2.74 2.53 1.17  -0.387
C21 -2.11 2.79 0.03  0.538
O26 -1.80 3.91 -0.32  -0.629
O27 -1.86 1.88 -0.79  -0.787
H51 -2.71 3.37 1.63  0.246



The following is a DFT calculation (ωB97M-V/def2-TZVPD) of a molecular structure, FeH12O6.

For the molecular weight, the calculation gives 163.94 g mol⁻¹. The calculation puts the HOMO energy (alpha / beta) at -0.6983 / -0.6347 hartree. Its spin multiplicity is 5. The value obtained for the energy relative to the best compared isomer or geometry (same formula, charge and spin) is 9.8 kcal/mol. The total charge is +2. The LUMO energy (alpha / beta) comes out at -7.01 / -7.14 eV. The strongest force on any atom is 0.61 eV/Å.

Last column: Mulliken spin population.
Geometry (Å):
Fe1 -0.05 0.02 -0.07  3.848
O1 -1.83 -0.54 0.78  0.021
H1 -2.66 -0.16 1.06  0.003
H2 -1.92 -1.48 0.96  0.000
O2 0.71 -0.65 1.84  0.022
H3 1.31 -0.05 2.28  -0.002
H4 0.72 -1.44 2.38  0.001
O3 0.26 -1.95 -0.83  0.027
H5 1.18 -2.13 -1.03  0.000
H6 -0.19 -2.78 -1.00  0.002
O4 1.92 0.40 -0.70  0.024
H7 2.81 0.28 -0.39  0.002
H8 2.01 0.84 -1.55  -0.002
O5 -0.08 2.02 0.63  0.026
H9 0.59 2.33 1.25  0.001
H10 -0.49 2.82 0.30  0.002
O6 -1.16 0.65 -1.75  0.025
H11 -1.03 1.19 -2.53  0.001
H12 -2.11 0.63 -1.63  -0.001



The following is a DFT calculation (ωB97M-V/def2-TZVPD) of a molecular structure, C5H11AuNP.

For the molecular weight, the calculation gives 313.09 g mol⁻¹. The calculation puts the HOMO energy (alpha / beta) at -0.1108 / -0.2914 hartree. Its spin multiplicity is 3. The LUMO energy (alpha / beta) comes out at 0.82 / -0.98 eV. The strongest force on any atom is 3.49 eV/Å.

Last column: Mulliken spin population.
Geometry (Å):
C1 -0.51 -0.04 -1.93  0.280
C2 -1.33 0.98 -1.31  -0.040
C3 -0.44 1.90 -0.61  0.266
C4 0.94 1.51 -0.92  0.165
C5 0.90 0.32 -1.73  0.028
Au1 -0.13 -0.18 0.29  0.228
P1 -0.17 -2.42 0.70  0.403
H1 -0.86 -0.86 -2.50  0.048
H2 -2.41 1.03 -1.32  -0.016
H3 -0.74 2.74 -0.04  -0.040
H4 1.75 -0.22 -2.11  -0.040
H5 1.83 2.02 -0.58  0.014
H6 0.91 -3.18 0.27  0.006
H7 -1.21 -3.15 0.14  0.023
H8 -0.26 -2.81 2.02  -0.035
N1 0.38 0.50 2.19  1.044
H9 0.49 1.46 1.81  0.013
H10 0.61 0.85 3.05  -0.334
H11 0.25 -0.45 2.59  -0.014



The following is a DFT calculation (ωB97M-V/def2-TZVPD) of a molecular structure, C33H96N2O17Zr.

For the molecular weight, the calculation gives 884.35 g mol⁻¹. The calculation puts the HOMO energy at -0.4738 hartree. Its spin multiplicity is 1. The total charge is +2. The LUMO energy comes out at -8.07 eV. The strongest force on any atom is 8.86 eV/Å.

Last column: Mulliken charge in e.
Geometry (Å):
Zr1 4.37 28.10 -22.46  1.237
C1 5.80 24.47 -20.94  -1.632
C2 6.74 24.59 -22.17  1.861
C3 6.99 23.11 -22.57  -1.555
C4 7.59 22.80 -23.92  -0.655
C5 6.67 23.47 -24.96  -1.520
C6 6.49 24.99 -24.71  2.027
N1 6.02 25.19 -23.30  -0.184
O1 5.77 26.51 -23.07  0.463
C7 5.36 25.41 -25.64  -1.524
C8 7.76 25.78 -25.11  -1.173
C9 8.09 25.19 -21.76  -1.507
H1 6.35 24.04 -20.10  0.417
H2 4.91 23.87 -21.06  0.374
H3 5.52 25.47 -20.57  0.024
H4 6.08 22.53 -22.42  0.390
H5 7.65 22.62 -21.84  0.452
H6 7.70 21.73 -24.04  0.490
H7 8.62 23.17 -23.99  0.311
H8 5.68 23.02 -24.80  0.420
H9 6.81 23.27 -26.02  0.481
H10 5.54 25.09 -26.67  0.479
H11 5.06 26.45 -25.56  -0.173
H12 4.44 24.84 -25.42  0.510
H13 7.50 26.64 -25.73  0.107
H14 8.53 25.25 -25.67  0.179
H15 8.29 26.19 -24.25  0.070
H16 8.69 24.65 -21.02  0.508
H17 8.09 26.23 -21.43  -0.091
H18 8.79 25.16 -22.60  0.410
C10 8.62 28.89 -23.22  -0.830
C11 8.36 30.37 -22.85  2.548
C12 9.23 31.26 -23.74  -0.428
C13 8.78 32.75 -23.81  -0.727
C14 7.27 32.80 -23.99  -1.532
C15 6.37 31.93 -23.08  2.364
N2 6.90 30.58 -23.09  0.527
O2 6.07 29.65 -22.62  1.133
C16 5.04 32.04 -23.83  -1.247
C17 6.28 32.76 -21.79  -0.739
C18 8.73 30.55 -21.37  -1.665
H19 8.34 28.14 -22.48  -0.745
H20 9.66 28.76 -23.54  0.662
H21 8.01 28.62 -24.09  -0.413
H22 9.23 30.87 -24.76  -0.182
H23 10.29 31.24 -23.47  0.035
H24 9.30 33.21 -24.66  0.896
H25 9.07 33.28 -22.90  -0.349
H26 7.14 32.49 -25.04  -0.385
H27 6.85 33.79 -24.13  0.704
H28 4.81 33.02 -24.24  0.390
H29 4.18 31.82 -23.19  0.102
H30 4.97 31.30 -24.63  -0.650
H31 7.23 33.15 -21.42  0.077
H32 5.87 32.25 -20.91  -0.501
H33 5.64 33.64 -21.84  0.226
H34 9.66 30.03 -21.15  0.412
H35 7.88 30.21 -20.78  0.031
H36 8.80 31.61 -21.12  0.026
C19 6.90 29.62 -27.13  -0.422
O3 6.04 28.60 -26.58  -0.391
H37 7.53 29.26 -27.93  0.459
H38 6.20 30.41 -27.43  0.416
H39 7.47 30.09 -26.33  -0.258
H40 5.48 28.27 -27.29  0.238
C20 4.14 31.08 -18.16  -0.498
O4 4.20 29.65 -18.17  -0.492
H41 3.22 31.49 -18.58  0.297
H42 4.34 31.48 -17.17  0.393
H43 4.96 31.41 -18.79  0.058
H44 3.51 29.35 -17.57  0.280
C21 7.63 33.70 -28.05  0.410
O5 7.29 32.96 -29.23  -0.527
H45 8.72 33.63 -28.03  0.024
H46 7.26 34.71 -28.20  0.348
H47 7.27 33.25 -27.12  -0.388
H48 8.09 32.82 -29.73  0.314
C22 11.85 30.42 -18.75  -0.384
O6 12.77 31.51 -18.90  -0.579
H49 12.40 29.56 -19.14  0.263
H50 11.73 30.26 -17.67  0.435
H51 10.86 30.50 -19.20  0.051
H52 12.46 32.19 -18.29  0.310
C23 12.94 30.17 -22.14  -0.486
O7 14.09 30.50 -21.38  -0.557
H53 12.14 30.91 -22.13  0.109
H54 13.26 29.92 -23.15  0.334
H55 12.44 29.26 -21.77  0.285
H56 13.73 30.83 -20.54  0.350
C24 3.45 34.51 -20.28  -0.466
O8 3.26 34.78 -21.68  -0.412
H57 3.27 33.43 -20.33  0.034
H58 4.45 34.66 -19.89  0.231
H59 2.73 35.00 -19.63  0.433
H60 2.83 35.64 -21.76  0.263
C25 12.60 34.69 -24.44  -0.466
O9 11.66 35.09 -25.45  -0.559
H61 12.94 35.64 -24.02  0.281
H62 12.05 34.07 -23.72  0.115
H63 13.45 34.16 -24.87  0.280
H64 11.71 34.36 -26.09  0.270
C26 1.00 32.91 -24.02  -0.450
O10 1.30 33.14 -25.39  -0.452
H65 0.44 31.99 -23.85  0.316
H66 1.89 32.93 -23.38  0.003
H67 0.31 33.69 -23.67  0.331
H68 0.66 32.62 -25.89  0.290
C27 3.20 29.71 -25.18  -0.763
O11 4.25 28.94 -24.56  0.120
H69 2.67 29.19 -25.99  0.307
H70 2.44 29.99 -24.45  0.324
H71 3.62 30.61 -25.62  0.395
H72 4.97 28.91 -25.26  0.032
C28 10.13 28.88 -26.53  0.135
O12 10.76 27.94 -27.37  -0.562
H73 9.20 28.49 -26.10  -0.160
H74 10.77 29.13 -25.68  0.347
H75 9.88 29.84 -26.98  -0.117
H76 11.56 27.61 -26.97  0.360
C29 6.54 27.98 -19.83  -0.380
O13 5.23 28.38 -20.30  -0.350
H77 7.37 28.11 -20.52  -0.232
H78 6.84 28.65 -19.02  0.451
H79 6.52 26.94 -19.52  0.403
H80 4.88 28.96 -19.58  0.276
C30 7.30 36.84 -23.15  -0.280
O14 6.17 37.49 -23.71  -0.549
H81 7.04 35.82 -22.88  -0.158
H82 8.20 36.90 -23.78  0.336
H83 7.56 37.40 -22.25  0.372
H84 5.82 36.91 -24.40  0.274
C31 9.74 34.48 -19.69  -0.381
O15 10.25 35.31 -18.64  -0.525
H85 10.47 33.69 -19.93  0.105
H86 8.92 33.89 -19.29  0.214
H87 9.49 34.88 -20.68  0.239
H88 11.19 35.29 -18.85  0.347
C32 10.98 32.30 -27.04  -0.082
O16 12.11 33.11 -27.31  -0.582
H89 10.14 32.64 -27.66  0.090
H90 11.25 31.25 -27.20  0.490
H91 10.76 32.36 -25.97  -0.247
H92 12.37 33.03 -28.23  0.295
C33 3.71 35.09 -26.34  0.348
O17 4.02 35.31 -27.68  -0.528
H93 4.24 35.75 -25.66  -0.062
H94 2.66 35.14 -26.02  0.274
H95 3.87 34.07 -25.96  -0.299
H96 4.06 34.47 -28.14  0.355



The following is a DFT calculation (ωB97M-V/def2-TZVPD) of a molecular structure, C31H19N11OV.

For the molecular weight, the calculation gives 612.51 g mol⁻¹. The calculation puts the HOMO energy (alpha / beta) at -0.5978 / -0.5978 hartree. Its spin multiplicity is 1. The value obtained for the energy relative to the best compared isomer or geometry (same formula, charge and spin) is 0.0 kcal/mol. The total charge is +3. The LUMO energy (alpha / beta) comes out at -12.44 / -12.44 eV. The strongest force on any atom is 2.91 eV/Å.

Last column: Mulliken charge in e.
Geometry (Å):
V1 0.08 0.67 -0.89  -1.144
C1 -2.75 -1.18 -3.62  -0.604
C2 -1.79 -0.33 -3.07  -0.015
N1 -1.34 -0.54 -1.83  0.714
C3 -1.82 -1.59 -1.14  0.190
C4 -2.77 -2.42 -1.72  -0.242
N2 -3.23 -2.21 -2.94  -0.459
C5 -1.21 -1.76 0.19  0.473
C6 -1.57 -2.70 1.13  -0.793
C7 -0.93 -2.72 2.38  0.692
C8 0.09 -1.77 2.60  -0.806
C9 0.40 -0.87 1.62  0.656
N3 -0.24 -0.86 0.43  0.392
C10 1.44 0.17 1.71  -0.289
C11 2.32 0.38 2.76  0.024
N4 3.22 1.35 2.73  -0.483
C12 3.28 2.12 1.65  -0.617
C13 2.41 1.94 0.58  -0.180
N5 1.50 0.97 0.63  0.290
C14 -1.31 -3.68 3.42  0.451
C15 -1.24 -3.32 4.76  -0.447
C16 -1.62 -4.26 5.71  -0.525
N6 -2.04 -5.48 5.40  -0.490
C17 -2.10 -5.82 4.12  -0.473
C18 -1.76 -4.95 3.09  -0.627
H1 -3.12 -1.02 -4.62  0.413
H2 -1.40 0.51 -3.62  0.401
H3 -3.17 -3.27 -1.18  0.456
H4 -2.37 -3.40 0.93  0.714
H5 0.62 -1.77 3.54  0.784
H6 2.30 -0.24 3.65  0.482
H7 4.03 2.90 1.63  0.424
H8 2.45 2.56 -0.30  0.453
H9 -0.93 -2.33 5.08  0.445
H10 -1.60 -4.01 6.77  0.397
H11 -2.43 -6.83 3.90  0.391
H12 -1.81 -5.30 2.06  0.487
O1 1.40 0.35 -1.97  0.018
C19 2.27 0.86 -2.83  0.769
C20 3.43 0.16 -3.16  -0.850
C21 4.30 0.73 -4.06  -0.656
C22 4.01 1.98 -4.63  -0.825
C23 2.85 2.67 -4.31  -1.128
C24 1.95 2.12 -3.40  0.907
C25 0.68 2.72 -3.06  0.554
N7 -0.20 2.29 -2.12  0.275
C26 -1.29 3.14 -2.19  -0.417
C27 -1.08 4.07 -3.15  -0.850
N8 0.16 3.80 -3.67  -0.045
H13 3.62 -0.80 -2.71  0.538
H14 5.21 0.22 -4.33  0.473
H15 4.71 2.42 -5.33  0.466
H16 2.67 3.63 -4.77  0.470
H17 -2.16 3.02 -1.56  0.563
H18 -1.69 4.89 -3.49  0.454
H19 0.59 4.32 -4.43  0.203
N9 -1.09 1.72 0.27  0.157
C28 -1.37 2.23 1.28  0.846
C29 -1.63 2.71 2.54  0.081
C30 -1.41 1.75 3.56  0.195
N10 -1.16 0.87 4.27  -0.306
C31 -2.02 4.04 2.77  -0.195
N11 -2.32 5.15 2.94  -0.229



The following is a DFT calculation (ωB97M-V/def2-TZVPD) of a single C19H24N2O6S molecule.

For the molecular weight, the calculation gives 408.48 g mol⁻¹. The SMILES is COCCNC(=O)c1ccc(N(C)S(=O)(=O)c2ccc(OC)c(OC)c2)cc1. The calculation puts the HOMO energy at -0.3148 hartree. Its spin multiplicity is 1. The value obtained for the energy relative to the best compared isomer or geometry (same formula, charge and spin) is 38.4 kcal/mol. The LUMO energy comes out at 0.52 eV. The strongest force on any atom is 1.11 eV/Å.

Last column: Mulliken charge in e.
Geometry (Å):
C1 -4.61 -1.70 -0.37  -0.717
H1 -5.68 -1.68 -0.13  0.354
O1 -4.20 -0.50 -0.97  -0.328
C2 -4.49 0.64 -0.19  -0.423
C3 -3.97 1.87 -0.92  -0.902
N1 -2.53 1.87 -0.98  -0.128
C4 -1.77 2.65 -0.17  0.222
O2 -2.26 3.51 0.55  -0.696
C5 -0.31 2.40 -0.24  0.622
C6 0.34 1.84 -1.34  -0.492
C7 1.69 1.58 -1.30  -0.298
C8 2.44 1.84 -0.15  -0.378
C9 1.81 2.46 0.93  -0.170
C10 0.46 2.74 0.88  -1.156
H2 -0.04 3.22 1.71  0.467
H3 2.36 2.73 1.81  0.465
N2 3.76 1.43 -0.11  -0.142
S1 4.12 -0.05 -0.87  1.476
O3 4.25 0.14 -2.28  -0.697
O4 5.24 -0.60 -0.17  -0.756
C11 2.65 -1.03 -0.55  -0.425
C12 2.04 -1.70 -1.58  -1.015
C13 0.88 -2.42 -1.34  -0.415
C14 0.31 -2.42 -0.08  0.888
C15 0.94 -1.71 0.98  0.563
C16 2.12 -1.03 0.73  -0.193
H4 2.64 -0.50 1.51  0.500
O5 0.30 -1.75 2.17  -0.451
C17 0.82 -0.98 3.23  -0.818
H5 0.86 0.08 2.97  0.281
H6 1.82 -1.33 3.53  0.364
H7 0.13 -1.12 4.06  0.253
O6 -0.84 -3.06 0.26  -0.385
C18 -1.50 -3.82 -0.73  -1.022
H8 -1.85 -3.19 -1.55  0.351
H9 -0.85 -4.62 -1.12  0.437
H10 -2.35 -4.27 -0.22  0.262
H11 0.41 -2.95 -2.15  0.417
H12 2.48 -1.67 -2.57  0.500
C19 4.62 1.84 0.97  -1.123
H13 4.28 1.48 1.95  0.353
H14 5.60 1.41 0.78  0.349
H15 4.70 2.93 0.99  0.427
H16 2.19 1.17 -2.16  0.767
H17 -0.21 1.64 -2.25  0.585
H18 -2.11 1.06 -1.43  0.269
H19 -4.26 2.77 -0.38  0.423
H20 -4.38 1.89 -1.93  0.309
H21 -5.58 0.72 -0.04  0.406
H22 -4.01 0.55 0.80  0.329
H23 -4.04 -1.89 0.55  0.289
H24 -4.41 -2.50 -1.09  0.202



- Among the records above, which one has the highest spin multiplicity?
  FeH12O6



- What is the molecular weight in the fifth record?
  612.51 g mol⁻¹



- Number 6 is which compound?
  C19H24N2O6S



- Number 1 is which compound?
  C21H51F6N9O27S6